Entry from the Open Molecules 2025 dataset: a 6-piece molecular cluster, C15H27N3O15 overall in a non-equilibrium geometry (wB97M-V/def2-TZVPD).

## Properties
Gap between HOMO and LUMO = 0.377 hartree
LUMO level = -0.362 eV
Charge = 0
Calculated total energy = -1880.3441 a.u.
E_HOMO = -10.6 eV

Each line ends with the Mulliken charge.
Cartesian coordinates (Å):
1 C 1.683431 -1.678057 -2.646841  -0.659
2 N 0.545406 -2.264056 -3.446656  0.952
3 O 0.820808 -2.604530 -4.584614  -0.567
4 O -0.488435 -2.548551 -2.887512  -0.490
5 H 1.599295 -2.212397 -1.704385  0.296
6 H 1.552972 -0.606711 -2.561670  0.124
7 H 2.596938 -1.989635 -3.137510  0.345
8 C -0.869627 -2.901530 2.579168  -0.467
9 N -0.548416 -4.321250 2.368675  0.966
10 O -0.540142 -5.028535 3.353591  -0.578
11 O -0.339548 -4.688346 1.242027  -0.534
12 H -1.740306 -2.886192 3.228983  0.310
13 H -1.074921 -2.523834 1.580313  0.060
14 H -0.047695 -2.326477 2.999579  0.249
15 C -1.315253 0.547953 0.909385  -0.774
16 N -0.260053 0.033928 0.005665  0.775
17 O -0.516320 -1.063873 -0.454755  -0.408
18 O 0.755205 0.658939 -0.211877  -0.409
19 H -1.196620 0.142783 1.908285  0.295
20 H -2.213916 0.150935 0.441095  0.144
21 H -1.493006 1.620225 0.908561  0.346
22 C 4.013109 2.839694 -2.357978  -1.596
23 C 2.519927 2.704276 -2.085443  1.020
24 C 1.823008 3.985771 -1.547023  -0.299
25 O 1.412666 4.542701 -2.778906  -0.359
26 C 1.221813 3.581500 -3.710481  0.598
27 O 0.697886 3.746924 -4.755127  -0.511
28 O 1.864478 2.459079 -3.304089  -0.366
29 H 4.593951 2.921679 -1.435719  0.347
30 H 4.234744 3.736612 -2.950322  0.361
31 H 4.499059 2.056443 -2.941675  0.358
32 H 2.483443 1.912414 -1.335696  -0.012
33 H 2.497363 4.656185 -1.017548  0.360
34 H 1.111025 3.678529 -0.775915  0.151
35 C -3.821654 -2.600613 -1.704163  -1.360
36 C -5.342714 -2.808316 -1.892548  0.493
37 C -6.133940 -2.496240 -0.593433  -0.379
38 O -7.210534 -1.689935 -1.116112  -0.356
39 C -6.917924 -1.259269 -2.347408  0.635
40 O -7.607296 -0.535277 -2.984240  -0.517
41 O -5.751241 -1.804827 -2.774584  -0.352
42 H -3.316704 -3.356154 -1.098429  0.460
43 H -3.518597 -1.642991 -1.272744  0.182
44 H -3.382269 -2.597214 -2.702420  0.345
45 H -5.460177 -3.854562 -2.183329  0.269
46 H -5.495250 -1.897377 0.052732  0.231
47 H -6.482217 -3.396892 -0.101632  0.331
48 C 3.304925 3.475943 4.193423  -1.401
49 C 3.601050 2.002785 4.157732  0.484
50 C 2.647340 1.009106 4.822384  -0.415
51 O 2.409039 0.062051 3.757528  -0.353
52 C 2.983942 0.433876 2.602609  0.679
53 O 2.966376 -0.176070 1.585900  -0.527
54 O 3.609444 1.620508 2.759906  -0.333
55 H 3.138808 3.818806 5.220478  0.382
56 H 2.404489 3.722146 3.632548  0.324
57 H 4.136149 4.086824 3.846540  0.345
58 H 4.601417 1.758436 4.521637  0.260
59 H 1.641988 1.335799 5.089742  0.287
60 H 3.113282 0.456859 5.634297  0.257

Atoms 1-6, force components in eV/Å:
-0.524 -0.800 0.141
0.951 -1.172 -0.446
-0.238 0.494 -0.051
-0.259 0.529 0.109
0.044 0.519 0.255
0.022 0.024 0.097